No. 1
Below is an isolated molecule of C15H17NO3S2 in a non-equilibrium geometry, with properties calculated with ωB97M-V with the def2-TZVPD basis set.

Each line ends with the Löwdin charge.
Cartesian coordinates (Å):
1 C 4.31617 3.45325 1.03643  -0.085
2 C 3.00355 3.49464 0.27174  -0.296
3 O 3.11160 2.50137 -0.77673  -0.269
4 S 1.79737 2.55193 -1.86064  0.751
5 O 0.54578 2.90211 -1.13777  -0.324
6 O 2.13208 3.38351 -3.06755  -0.321
7 C 1.67923 0.77828 -2.20306  -0.140
8 C 1.05254 -0.11136 -1.38638  -0.079
9 C 1.04303 -1.59272 -1.64705  -0.141
10 C -0.27688 -2.23284 -1.37935  -0.317
11 N -0.59083 -2.60948 -0.07065  0.103
12 C -1.79675 -3.15863 -0.02114  -0.517
13 C -2.46087 -3.52305 1.24488  -0.223
14 C -3.78350 -4.01033 1.20211  -0.062
15 C -4.49470 -4.27805 2.39187  -0.082
16 C -3.87343 -4.11790 3.62467  -0.093
17 C -2.51798 -3.76160 3.66966  -0.081
18 C -1.83761 -3.38608 2.50864  -0.026
19 S -2.59557 -3.38073 -1.56354  1.100
20 C -1.23813 -2.59894 -2.33382  -0.496
21 C -1.24024 -2.41260 -3.83397  -0.089
22 H 4.18413 4.11760 1.89236  0.079
23 H 5.19977 3.71605 0.41265  0.091
24 H 4.50419 2.44019 1.41251  0.078
25 H 2.92573 4.50896 -0.13387  0.122
26 H 2.19637 3.32122 0.98543  0.116
27 H 2.20610 0.46413 -3.12173  0.104
28 H 0.56914 0.24152 -0.46731  0.129
29 H 1.77517 -2.04544 -0.98107  0.128
30 H 1.40007 -1.81843 -2.65074  0.110
31 H -4.35537 -4.17000 0.28088  0.085
32 H -5.52032 -4.64886 2.38742  0.104
33 H -4.38827 -4.37955 4.54110  0.100
34 H -2.03311 -3.68682 4.63216  0.098
35 H -0.82785 -2.92741 2.55244  0.119
36 H -1.90289 -1.61715 -4.14624  0.077
37 H -1.47523 -3.32795 -4.33017  0.061
38 H -0.19268 -2.14656 -4.12550  0.085

The value obtained for the HOMO-LUMO gap is 8.446 eV. As for the SMILES: CCOS(=O)(=O)/C=C/Cc1nc(-c2ccccc2)sc1C. As for the net charge: 0. For the LUMO energy, the calculation gives 0.0 eV. The total energy is -45132.2363 eV.

=====

No. 2
Below is an isolated molecule of C3H5NO3S in a non-equilibrium geometry, with properties calculated with ωB97M-V with the def2-TZVPD basis set.

Each line ends with the Löwdin charge.
Cartesian coordinates (Å):
1 O 1.74778 -0.30266 -1.37530  0.061
2 C 1.34111 -1.16425 -0.62071  -0.124
3 C 0.32679 -0.88850 0.50773  -0.354
4 O 1.06661 -0.51730 1.65348  -0.003
5 C -0.73844 0.11288 0.08904  -0.778
6 S -2.29608 -0.34812 -0.22142  0.662
7 N -0.34877 1.38033 -0.04471  -0.039
8 O 0.96152 1.77602 0.14000  -0.028
9 H 1.70604 -2.18326 -0.65914  0.131
10 H -0.19324 -1.82311 0.77346  0.135
11 H 1.40432 0.38810 1.50804  0.094
12 H -0.96214 2.10659 -0.30998  0.132
13 H 1.43972 1.41011 -0.65844  0.111

The value obtained for the HOMO-LUMO gap is 8.620 eV. As for the SMILES: O=C[C@@H](O)C(=S)NO. As for the net charge: 0. For the LUMO energy, the calculation gives -0.2 eV. The total energy is -21657.5120 eV.

=====

No. 3
Below is a structure of composition C13H19F2Y in a non-equilibrium geometry, with properties calculated with ωB97M-V with the def2-TZVPD basis set.

Each line ends with the Löwdin charge.
Cartesian coordinates (Å):
1 Y 1.02525 0.17152 1.64920  1.653
2 C -1.88591 -2.02957 0.20876  -0.017
3 C -0.84326 -0.99426 -0.13323  -0.219
4 C 0.47607 -1.41395 -0.46356  -0.248
5 C 0.81473 -2.88028 -0.56071  -0.010
6 C 1.43304 -0.42334 -0.82539  -0.261
7 C 2.85748 -0.87350 -1.08397  -0.015
8 C 1.10254 0.97456 -0.80279  -0.280
9 C 2.19987 1.99216 -1.00250  -0.013
10 C -0.20570 1.37448 -0.50706  -0.232
11 C -0.57108 2.83989 -0.54403  -0.006
12 C -1.19189 0.38229 -0.20614  -0.191
13 C -2.63187 0.80868 -0.04248  -0.006
14 H -2.29629 -2.45366 -0.71184  0.128
15 H -2.70877 -1.61441 0.77711  0.081
16 H -1.47290 -2.85396 0.78079  0.082
17 H 0.65483 -3.21578 -1.58889  0.126
18 H 0.19311 -3.49827 0.07814  0.080
19 H 1.84870 -3.08939 -0.31254  0.084
20 H 3.40507 -1.11477 -0.16017  0.106
21 H 3.43747 -0.13488 -1.62308  0.088
22 H 2.86515 -1.78788 -1.66972  0.099
23 H 2.27559 2.26914 -2.05759  0.128
24 H 3.17722 1.61684 -0.71609  0.081
25 H 2.01606 2.91150 -0.45172  0.081
26 H -0.66003 3.16852 -1.58287  0.125
27 H 0.18748 3.46590 -0.08170  0.083
28 H -1.51059 3.04702 -0.04726  0.082
29 H -2.85589 1.14537 0.97386  0.102
30 H -3.31434 0.00310 -0.28601  0.089
31 H -2.85884 1.63284 -0.71199  0.098
32 F -0.85438 -0.94068 2.89645  -0.044
33 C -1.16244 0.11910 3.74879  0.052
34 F -0.73686 1.23199 3.01289  -0.061
35 H -2.20860 0.16371 4.04735  0.153

The value obtained for the HOMO-LUMO gap (spin up / spin down) is 8.551 / 5.066 eV. As for the net charge: +2. For the LUMO energy (spin up / spin down), the calculation gives -8.1 / -8.9 eV. The total energy is -20248.8887 eV.

=====

No. 4
Below is a structure of composition C20H26BF4N2O7P2SiTi, with properties calculated with ωB97M-V with the def2-TZVPD basis set.

Each line ends with the Löwdin charge.
Cartesian coordinates (Å):
1 Ti -0.43245 -1.20491 -1.55952  1.079
2 O -3.04121 -4.04914 0.30035  -0.092
3 P -1.53182 -3.55116 0.35920  0.257
4 O -0.94066 -3.71283 1.68621  -0.241
5 O -1.52220 -2.13005 -0.24965  -0.362
6 O -0.78018 -4.48498 -0.73912  -0.224
7 P -0.79844 -4.19461 -2.32430  0.278
8 O -2.35968 -3.94530 -2.52383  -0.116
9 O -0.21981 -5.28507 -3.09439  -0.231
10 O -0.09610 -2.79757 -2.46323  -0.329
11 H -3.35159 -4.02020 -0.61908  0.068
12 H -2.64624 -3.31407 -3.21622  0.066
13 C 1.28334 -1.23277 -0.41897  -0.284
14 Si 1.37122 0.05029 0.91135  0.642
15 C -0.46677 0.38329 1.18843  -0.217
16 N -1.16775 0.59719 -0.10644  -0.231
17 C -0.82254 1.96452 -0.60010  -0.201
18 C -1.87405 2.48232 -1.56342  -0.159
19 C -3.18108 2.76278 -0.80329  -0.179
20 C -3.28449 1.84297 0.42260  -0.174
21 C -2.65113 0.49625 0.10564  -0.178
22 C 2.32670 1.59012 0.44349  -0.259
23 C 2.27049 2.71810 1.26873  -0.116
24 C 2.93760 3.88638 0.93396  -0.094
25 C 3.67507 3.94716 -0.24229  -0.095
26 C 3.74089 2.83985 -1.07356  -0.078
27 C 3.07326 1.67137 -0.73127  -0.094
28 C 2.05059 -0.62624 2.52686  -0.224
29 C 1.46137 -1.76435 3.09018  -0.082
30 C 1.93239 -2.29144 4.28456  -0.081
31 C 3.00139 -1.69332 4.93737  -0.102
32 C 3.60258 -0.56909 4.38948  -0.099
33 C 3.13002 -0.04303 3.19429  -0.097
34 H 1.19762 -2.21567 0.06556  0.035
35 H 2.13069 -1.27507 -1.10756  0.033
36 H -0.70349 1.19342 1.88991  0.096
37 H -0.84280 -0.54631 1.62693  0.082
38 H 0.15929 1.94015 -1.06024  0.074
39 H -0.75853 2.64116 0.26275  0.123
40 H -2.03331 1.74997 -2.35489  0.096
41 H -1.49762 3.38239 -2.05023  0.119
42 H -4.03482 2.59804 -1.46351  0.109
43 H -3.21908 3.80789 -0.48579  0.103
44 H -4.32651 1.68659 0.70750  0.111
45 H -2.79232 2.29323 1.28935  0.104
46 H -3.11341 0.09921 -0.79525  0.111
47 H -2.81884 -0.22846 0.89832  0.116
48 H 1.69155 2.68317 2.18696  0.106
49 H 2.87829 4.75046 1.58452  0.096
50 H 4.18959 4.86094 -0.51284  0.096
51 H 4.29586 2.88867 -2.00168  0.103
52 H 3.10691 0.82897 -1.40991  0.086
53 H 0.63199 -2.26234 2.59543  0.073
54 H 1.46290 -3.17435 4.70004  0.104
55 H 3.36883 -2.10628 5.86904  0.095
56 H 4.44192 -0.10290 4.89145  0.095
57 H 3.61247 0.83165 2.77352  0.090
58 F -3.40123 -2.01006 -4.00856  0.129
59 B -2.68641 -0.80442 -4.01301  -1.179
60 F -2.17898 -0.67626 -2.56826  -0.065
61 F -3.49294 0.27789 -4.21097  0.179
62 F -1.58088 -0.87500 -4.80318  0.182
63 N 1.07579 1.11828 -3.43067  0.034
64 C 0.54871 0.32262 -2.77875  -0.285

The value obtained for the HOMO-LUMO gap is 9.003 eV. As for the net charge: -1. For the LUMO energy, the calculation gives 1.8 eV. The total energy is -99612.4577 eV.

=====

No. 5
Below is the ion C5H11N2 with charge +1 in a non-equilibrium geometry, with properties calculated with ωB97M-V with the def2-TZVPD basis set.

Each line ends with the Löwdin charge.
Cartesian coordinates (Å):
1 C -1.22434 1.09773 0.33945  0.017
2 N -0.36174 -0.09896 0.07982  -0.155
3 C 0.92877 -0.13577 0.94477  -0.249
4 C 2.09480 0.52676 0.25626  -0.085
5 N 2.07352 -0.89331 0.68973  0.075
6 C -1.18794 -1.30195 -0.24278  -0.071
7 C -0.49795 -0.63613 -1.33995  -0.014
8 H -0.75732 2.02040 0.77072  0.130
9 H -1.79385 1.39455 -0.55025  0.105
10 H -1.98872 0.74594 1.04870  0.108
11 H 0.84131 0.01461 2.06471  0.186
12 H 1.99795 0.90091 -0.78913  0.116
13 H 2.86453 1.25938 0.70705  0.138
14 H 2.13382 -1.62618 0.04021  0.095
15 H -2.25150 -1.55842 0.10951  0.178
16 H -0.73448 -2.25775 -0.08997  0.114
17 H 0.39465 -1.20147 -1.81046  0.170
18 H -1.21757 -0.05046 -1.95448  0.140

The value obtained for the HOMO-LUMO gap is 11.486 eV. As for the SMILES: C[N+]1([C@@H]2CN2)CC1. As for the net charge: +1. For the LUMO energy, the calculation gives -2.8 eV. The total energy is -8332.9482 eV.

=====

What did the fifth record say?
Below is the ion C5H11N2 with charge +1 in a non-equilibrium geometry, with properties calculated with ωB97M-V with the def2-TZVPD basis set.

Each line ends with the Löwdin charge.
Cartesian coordinates (Å):
1 C -1.22434 1.09773 0.33945  0.017
2 N -0.36174 -0.09896 0.07982  -0.155
3 C 0.92877 -0.13577 0.94477  -0.249
4 C 2.09480 0.52676 0.25626  -0.085
5 N 2.07352 -0.89331 0.68973  0.075
6 C -1.18794 -1.30195 -0.24278  -0.071
7 C -0.49795 -0.63613 -1.33995  -0.014
8 H -0.75732 2.02040 0.77072  0.130
9 H -1.79385 1.39455 -0.55025  0.105
10 H -1.98872 0.74594 1.04870  0.108
11 H 0.84131 0.01461 2.06471  0.186
12 H 1.99795 0.90091 -0.78913  0.116
13 H 2.86453 1.25938 0.70705  0.138
14 H 2.13382 -1.62618 0.04021  0.095
15 H -2.25150 -1.55842 0.10951  0.178
16 H -0.73448 -2.25775 -0.08997  0.114
17 H 0.39465 -1.20147 -1.81046  0.170
18 H -1.21757 -0.05046 -1.95448  0.140

The value obtained for the HOMO-LUMO gap is 11.486 eV. As for the SMILES: C[N+]1([C@@H]2CN2)CC1. As for the net charge: +1. For the LUMO energy, the calculation gives -2.8 eV. The total energy is -8332.9482 eV.

=====

Which formula does entry 3 have?
C13H19F2Y

=====

What is the net charge in the fourth record?
-1

=====

What did the second record say?
Below is an isolated molecule of C3H5NO3S in a non-equilibrium geometry, with properties calculated with ωB97M-V with the def2-TZVPD basis set.

Each line ends with the Löwdin charge.
Cartesian coordinates (Å):
1 O 1.74778 -0.30266 -1.37530  0.061
2 C 1.34111 -1.16425 -0.62071  -0.124
3 C 0.32679 -0.88850 0.50773  -0.354
4 O 1.06661 -0.51730 1.65348  -0.003
5 C -0.73844 0.11288 0.08904  -0.778
6 S -2.29608 -0.34812 -0.22142  0.662
7 N -0.34877 1.38033 -0.04471  -0.039
8 O 0.96152 1.77602 0.14000  -0.028
9 H 1.70604 -2.18326 -0.65914  0.131
10 H -0.19324 -1.82311 0.77346  0.135
11 H 1.40432 0.38810 1.50804  0.094
12 H -0.96214 2.10659 -0.30998  0.132
13 H 1.43972 1.41011 -0.65844  0.111

The value obtained for the HOMO-LUMO gap is 8.620 eV. As for the SMILES: O=C[C@@H](O)C(=S)NO. As for the net charge: 0. For the LUMO energy, the calculation gives -0.2 eV. The total energy is -21657.5120 eV.